A 4-piece molecular cluster, C38H65BrF6N4O9 overall. Source: the Open Molecules 2025 dataset; level of theory: ωB97M-V/def2-TZVPD.

**LUMO level**: -0.7 eV
**DFT total energy**: -5556.22265 Eh
**Multiplicity**: 1
**Energy relative to the best compared isomer or geometry (same formula, charge and spin)**: 0.0 kcal/mol

Each line ends with the Mulliken charge.
Geometry (Å):
C1 7.0153 -6.1642 -0.1842  -1.31
C2 5.6918 -6.6308 0.4102  -0.33
C3 4.9821 -5.5579 1.2552  -0.74
O1 3.6303 -5.3758 0.8838  -0.15
C4 3.4891 -4.6968 -0.3435  -2.14
C5 2.2232 -3.7772 -0.2831  3.86
C6 1.0111 -4.6483 -0.5942  -1.74
O2 1.2841 -6.0073 -0.3364  -0.43
C7 0.4087 -6.6522 0.5048  0.24
C8 -0.9651 -6.6696 0.2884  0.04
C9 -1.7981 -7.3782 1.1587  -0.90
C10 -1.2567 -8.0862 2.2353  -0.48
C11 0.1228 -8.0694 2.4534  -0.67
C12 0.9489 -7.3557 1.5872  -0.13
C13 2.3245 -3.2911 1.1651  -1.24
O3 1.6604 -3.5959 2.1068  -0.64
N1 3.3891 -2.4005 1.1513  -0.03
C14 3.3991 -1.5925 -0.1190  2.20
C15 4.8603 -1.4239 -0.5271  -1.80
C16 5.1489 -0.3241 -1.5897  -0.44
C17 5.9595 -0.8049 -2.7845  -1.52
C18 2.7812 -0.2306 0.2941  -1.61
C19 3.7051 0.6551 1.1365  -0.55
C20 2.8680 1.7212 1.8511  -1.57
C21 2.4694 -2.4684 -1.0660  1.15
Br1 3.2758 -3.0731 -2.7951  -0.10
C22 1.3678 -1.5139 -1.6477  -1.64
O4 1.7247 -0.6422 -2.3617  -0.43
C23 -0.1881 -1.5380 -1.4279  1.04
F1 -0.7065 -0.6400 -2.2801  -0.27
F2 -0.7410 -2.7237 -1.7580  -0.28
C24 -0.6844 -1.1040 -0.0361  0.36
F3 -0.4093 0.2131 0.0651  -0.41
F4 -0.0272 -1.7331 0.9365  -0.29
C25 -2.2079 -1.2719 0.2199  1.15
F5 -2.9265 -0.6605 -0.7264  -0.26
F6 -2.4275 -0.6350 1.3881  -0.28
C26 -2.6553 -2.7333 0.4245  -0.08
O5 -2.4280 -3.2906 1.4404  -0.46
O6 -3.3033 -3.2525 -0.6244  -0.46
H1 6.9092 -5.2254 -0.7204  0.28
H2 7.3721 -6.8988 -0.9024  0.39
H3 7.7692 -6.0997 0.5933  0.34
H4 5.9001 -7.4820 1.0526  0.43
H5 5.0014 -6.9939 -0.3441  0.31
H6 4.9421 -5.8950 2.2862  0.46
H7 5.5223 -4.6082 1.2562  0.34
H8 4.3772 -4.0894 -0.4883  0.20
H9 3.4288 -5.3857 -1.1803  0.95
H10 0.1574 -4.3027 -0.0208  0.82
H11 0.7646 -4.5364 -1.6466  0.14
H12 -1.3718 -6.1458 -0.5668  0.63
H13 -2.8588 -7.3849 0.9644  0.38
H14 -1.8956 -8.6484 2.8984  0.40
H15 0.5717 -8.6055 3.2727  0.42
H16 2.0151 -7.3300 1.7427  0.37
H17 3.2936 -1.8504 1.9998  0.53
H18 5.4436 -1.2237 0.3617  0.71
H19 5.2616 -2.3484 -0.9308  0.07
H20 4.2284 0.1420 -1.9238  0.26
H21 5.7651 0.4208 -1.0954  0.32
H22 6.3017 0.0662 -3.3404  0.47
H23 6.8525 -1.3368 -2.4713  0.35
H24 5.3823 -1.3985 -3.4792  0.26
H25 2.4570 0.3707 -0.5476  0.90
H26 1.9147 -0.4430 0.9153  0.38
H27 4.3998 1.1624 0.4786  0.22
H28 4.2283 0.0651 1.8836  0.40
H29 3.5213 2.5094 2.2059  0.50
H30 2.1372 2.1367 1.1642  0.31
H31 2.3478 1.2930 2.7013  0.37
H32 -2.9961 -4.1657 -0.7179  0.40
C27 -3.1300 -0.9893 -4.4304  -0.38
O7 -3.3823 -0.4261 -5.7039  -0.43
C28 -4.7432 -0.3635 -6.0779  -0.74
C29 -5.5283 0.8109 -5.4766  0.36
C30 -5.8855 0.6326 -4.0036  -1.29
N2 -4.8303 2.0890 -5.6442  -0.72
H33 -3.8301 -1.7994 -4.2035  0.31
H34 -3.1771 -0.2337 -3.6434  0.06
H35 -2.1188 -1.3941 -4.4428  0.23
H36 -4.7361 -0.2419 -7.1643  0.35
H37 -5.2405 -1.3199 -5.8647  0.39
H38 -6.4677 0.8717 -6.0342  0.39
H39 -5.0376 0.8358 -3.3503  0.21
H40 -6.6765 1.3284 -3.7253  0.37
H41 -6.2407 -0.3797 -3.8003  0.34
H42 -4.7021 2.2751 -6.6346  0.27
H43 -3.8861 1.9757 -5.2850  0.31
C31 -1.9751 2.3617 2.9019  -0.70
O8 -2.0327 3.6783 3.4133  -0.51
C32 -2.5293 4.6552 2.5153  -0.21
C33 -4.0578 4.6952 2.3878  0.51
C34 -4.6534 3.5560 1.5643  -1.50
N3 -4.7192 4.7303 3.6962  -0.74
H44 -1.7211 2.3591 1.8371  0.26
H45 -2.9169 1.8290 3.0538  0.24
H46 -1.1975 1.8249 3.4462  0.43
H47 -2.2041 5.6161 2.9189  0.03
H48 -2.0537 4.5413 1.5301  0.31
H49 -4.2981 5.6297 1.8699  0.26
H50 -4.7047 2.6269 2.1310  0.27
H51 -5.6719 3.8030 1.2645  0.39
H52 -4.0709 3.3743 0.6587  0.34
H53 -4.4175 5.5601 4.1985  0.28
H54 -4.3534 3.9578 4.2464  0.33
C35 -0.1612 11.0771 1.9773  -0.64
O9 -1.1804 10.8110 2.9218  -0.38
C36 -2.3632 10.2423 2.3984  -0.89
C37 -2.3020 8.7294 2.1496  0.54
C38 -1.5007 8.3329 0.9128  -1.40
N4 -1.7776 7.9965 3.3070  -0.56
H55 -0.5784 11.3944 1.0170  0.30
H56 0.4846 10.2091 1.8257  0.22
H57 0.4508 11.8856 2.3758  0.26
H58 -3.1283 10.4271 3.1567  0.37
H59 -2.6739 10.7784 1.4914  0.44
H60 -3.3332 8.3996 1.9879  0.29
H61 -0.4269 8.3699 1.0932  0.33
H62 -1.7404 7.3092 0.6246  0.24
H63 -1.7299 8.9822 0.0658  0.36
H64 -2.3834 8.1611 4.1065  0.27
H65 -0.8955 8.4266 3.5728  0.25

Cartesian forces (eV/Å) of the 2 atoms listed first:
-0.286 -0.516 -0.265
0.214 0.276 0.315



C38H66HfN4O3S as an isolated structure. Source: the Open Molecules 2025 dataset; level of theory: ωB97M-V/def2-TZVPD.

**Net charge**: +2
**LUMO level**: -4.8 eV
**DFT total energy**: -2378.23735 Eh
**Multiplicity**: 1

Each line ends with the Mulliken charge.
Geometry (Å):
Hf1 -0.3449 -0.7440 1.8733  0.23
C1 -0.9316 -1.5864 4.9348  -0.90
N1 -1.0399 -0.4499 4.0035  -0.05
C2 -2.4600 -0.0461 3.9719  -0.96
C3 -0.1982 0.6456 4.5279  -1.00
C4 -0.2457 1.8849 3.6352  -0.83
N2 0.0845 1.5259 2.2396  0.04
C5 -0.7893 2.2595 1.2920  -2.30
C6 -1.0367 1.6610 -0.0758  1.35
C7 -0.8972 2.4845 -1.1835  -0.80
C8 -1.5162 2.1891 -2.3924  -0.09
C9 -2.2965 1.0410 -2.4409  -0.36
C10 -2.4633 0.1712 -1.3691  -0.57
C11 -1.7705 0.4598 -0.1762  0.63
O1 -1.8687 -0.3037 0.9438  0.44
C12 -3.4961 -0.9529 -1.4390  2.05
C13 -4.5290 -0.6956 -0.3305  -1.34
C14 -2.8320 -2.3184 -1.2311  -0.93
C15 -4.2531 -0.9985 -2.7699  -2.36
C16 -1.4577 3.1909 -3.5349  2.19
C17 -2.0154 4.5254 -3.0158  -1.67
C18 -2.2928 2.7664 -4.7441  -2.31
C19 -0.0027 3.3703 -3.9776  -1.79
C20 1.5026 1.9096 1.9847  -1.55
C21 1.9831 1.4511 0.6368  0.69
C22 2.5933 2.2870 -0.2841  -0.49
C23 3.1041 1.7692 -1.4687  -0.27
C24 2.8729 0.4200 -1.7408  -0.50
C25 2.2488 -0.4443 -0.8527  0.19
C26 1.8696 0.0810 0.3918  -0.24
O2 1.4597 -0.6904 1.4357  0.64
C27 1.9589 -1.9081 -1.1710  1.88
C28 2.8010 -2.8240 -0.2703  -1.59
C29 0.4536 -2.1535 -0.9384  -1.93
C30 2.2620 -2.2579 -2.6316  -2.45
C31 3.9875 2.5860 -2.3972  1.95
C32 3.5664 2.4574 -3.8646  -1.42
C33 5.4136 2.0327 -2.2373  -1.73
C34 3.9938 4.0735 -2.0351  -2.05
H1 -1.3658 -1.3279 5.9059  0.51
H2 0.1115 -1.8575 5.0966  0.38
H3 -1.4697 -2.4417 4.5229  0.23
H4 -2.7716 0.3688 4.9369  0.41
H5 -3.0785 -0.9169 3.7616  0.29
H6 -2.6508 0.6866 3.1901  0.25
H7 0.8362 0.2799 4.5956  0.35
H8 -0.5284 0.9268 5.5381  0.63
H9 0.4666 2.6238 4.0224  0.45
H10 -1.2360 2.3443 3.6895  0.52
H11 -0.4056 3.2788 1.1612  0.46
H12 -1.7815 2.3379 1.7546  0.65
H13 -0.3513 3.4079 -1.0659  0.41
H14 -2.8314 0.8289 -3.3461  0.91
H15 -4.0713 -0.7669 0.6523  0.00
H16 -5.3393 -1.4176 -0.3937  0.46
H17 -4.9559 0.2981 -0.4451  0.31
H18 -2.2393 -2.3135 -0.3166  -0.75
H19 -2.1934 -2.5585 -2.0778  0.26
H20 -3.5964 -3.0899 -1.1619  0.80
H21 -4.7906 -0.0727 -2.9536  0.46
H22 -4.9888 -1.7986 -2.7300  0.44
H23 -3.5907 -1.2027 -3.6064  0.47
H24 -3.0095 4.3799 -2.6000  0.39
H25 -2.0860 5.2416 -3.8286  0.46
H26 -1.3799 4.9536 -2.2464  0.33
H27 -3.3454 2.6909 -4.4848  0.48
H28 -1.9523 1.8197 -5.1550  0.43
H29 -2.1985 3.5175 -5.5230  0.44
H30 0.6258 3.6594 -3.1395  0.23
H31 0.0623 4.1430 -4.7383  0.46
H32 0.3767 2.4416 -4.3973  0.47
H33 2.1211 1.4396 2.7623  0.52
H34 1.6060 2.9986 2.0699  0.54
H35 2.6958 3.3332 -0.0446  0.64
H36 3.2220 0.0275 -2.6793  0.62
H37 2.5387 -2.6908 0.7774  0.03
H38 3.8562 -2.5923 -0.3930  0.38
H39 2.6471 -3.8680 -0.5373  0.52
H40 0.1524 -2.0042 0.1235  0.53
H41 0.1982 -3.1761 -1.2164  0.97
H42 -0.1178 -1.4703 -1.5683  0.16
H43 3.3261 -2.1826 -2.8342  0.55
H44 1.7210 -1.6039 -3.3103  0.43
H45 1.9612 -3.2820 -2.8405  0.43
H46 3.5552 1.4265 -4.2027  0.32
H47 4.2709 3.0004 -4.4881  0.51
H48 2.5818 2.8828 -4.0215  0.18
H49 5.4746 1.0085 -2.5963  0.33
H50 5.7166 2.0518 -1.1926  0.35
H51 6.1092 2.6404 -2.8094  0.49
H52 2.9897 4.4913 -2.0655  0.34
H53 4.6013 4.6150 -2.7550  0.47
H54 4.4258 4.2403 -1.0516  0.39
C35 3.4833 -2.6242 4.2245  -1.22
N3 2.2344 -2.2376 3.5932  0.11
C36 1.3021 -3.1006 3.1572  -0.48
N4 1.4241 -4.4026 3.4196  -0.15
O3 0.2721 -2.6709 2.5554  -0.30
H55 3.9787 -1.7273 4.5871  0.35
H56 4.1537 -3.1300 3.5277  0.37
H57 3.2857 -3.2732 5.0779  0.45
H58 2.2313 -1.3560 3.0806  -0.06
H59 2.2383 -4.7888 3.8660  0.21
H60 0.6903 -5.0320 3.1402  0.25
C37 -4.3238 -3.3849 2.2990  -1.22
S1 -2.5161 -3.1577 2.3235  0.75
C38 -2.0202 -4.6561 1.4263  -1.07
H61 -4.5701 -4.3351 2.7639  0.47
H62 -4.6932 -3.3466 1.2805  0.26
H63 -4.7639 -2.5781 2.8739  0.35
H64 -2.5336 -4.6955 0.4702  0.32
H65 -2.2667 -5.5326 2.0198  0.48
H66 -0.9468 -4.5924 1.2700  0.05

Cartesian forces (eV/Å) of the 2 atoms listed first:
-0.600 -1.742 2.818
0.002 -0.626 0.427



A 14-piece molecular cluster, C38H67FIN13O30S overall. Source: the Open Molecules 2025 dataset; level of theory: ωB97M-V/def2-TZVPD.

**LUMO level**: -0.4 eV
**DFT total energy**: -5251.67793 Eh
**Multiplicity**: 1

Each line ends with the Mulliken charge.
Geometry (Å):
C1 3.9335 -0.3311 2.6252  -0.30
O1 5.2696 0.0938 2.4418  -0.43
C2 5.4378 1.4869 2.5879  0.30
C3 6.9216 1.7905 2.8256  -1.38
C4 7.4352 2.9693 1.9994  -0.27
C5 6.7528 4.2947 2.4370  -0.64
C6 5.8777 4.9443 1.3534  -0.76
C7 4.4081 5.0899 1.6629  0.20
C8 3.8167 4.8367 2.8814  -0.54
C9 2.4489 4.9613 3.0667  -0.20
C10 1.6295 5.3652 2.0172  0.33
C11 2.1862 5.6674 0.7708  0.06
C12 1.3145 6.1265 -0.3830  -1.63
C13 0.3788 5.0211 -0.8781  0.05
F1 -0.9550 5.3914 -0.8038  -0.31
C14 3.5689 5.5223 0.6208  0.80
O2 4.1942 5.7547 -0.5674  -0.70
C15 0.1742 5.4460 2.3338  0.56
O3 -0.5602 6.3201 1.9474  -0.56
C16 -0.3059 4.3509 3.2175  0.15
C17 -1.5330 3.7455 3.0117  -0.99
C18 -1.9189 2.6970 3.8189  -1.02
C19 -1.1005 2.2235 4.8440  0.27
C20 -1.5662 1.0274 5.6462  -1.46
C21 -1.3714 -0.2755 4.8225  -0.57
C22 -0.1916 -0.1886 3.8607  -0.63
I1 0.1974 -2.1412 3.0223  0.06
C23 0.1415 2.8382 5.0748  0.20
S1 1.2314 2.2506 6.3595  -0.17
C24 0.5193 3.9076 4.2507  0.91
C25 1.8277 4.6450 4.3763  -0.77
O4 2.3170 4.9869 5.4215  -0.57
H1 3.3703 -0.2853 1.6908  0.27
H2 3.9735 -1.3645 2.9581  0.22
H3 3.4239 0.2569 3.3932  0.02
H4 5.0828 2.0431 1.7103  0.25
H5 4.8627 1.8370 3.4519  0.04
H6 7.0488 2.0434 3.8791  0.33
H7 7.5128 0.8993 2.6281  0.48
H8 8.4942 3.0675 2.2150  0.38
H9 7.2570 2.7480 0.9517  0.00
H10 7.5501 4.9838 2.7024  0.45
H11 6.2235 4.0783 3.3596  0.29
H12 6.2740 5.9058 1.0369  0.57
H13 5.9365 4.3140 0.4666  0.33
H14 4.4049 4.5298 3.7335  0.75
H15 1.8896 6.5687 -1.1823  0.90
H16 0.6885 6.9241 0.0091  0.45
H17 0.4988 4.1315 -0.2643  0.34
H18 0.5674 4.7980 -1.9262  -0.05
H19 3.5998 6.1680 -1.2027  0.20
H20 -2.1645 4.0958 2.2064  0.47
H21 -2.8574 2.1867 3.6534  0.73
H22 -2.6134 1.2034 5.8759  0.37
H23 -0.9712 0.9493 6.5449  0.46
H24 -2.2519 -0.5163 4.2336  0.38
H25 -1.1286 -1.0709 5.5209  0.53
H26 -0.4070 0.4364 3.0052  0.29
H27 0.7309 0.0965 4.3489  0.23
H28 2.2581 1.7864 5.6285  0.08
C26 8.4110 1.1538 -2.2682  -0.65
N1 8.8954 1.9570 -1.1119  0.93
O5 9.4294 1.3616 -0.1989  -0.53
O6 8.7200 3.1562 -1.1652  -0.52
H29 8.6313 0.1112 -2.0826  0.21
H30 7.3406 1.3167 -2.3520  0.29
H31 8.9287 1.5105 -3.1529  0.28
C27 11.5370 -2.4860 -3.5563  -0.72
N2 10.1349 -2.1301 -3.2054  0.86
O7 9.5714 -1.2985 -3.8901  -0.52
O8 9.6466 -2.6957 -2.2526  -0.50
H32 11.8327 -1.9038 -4.4206  0.31
H33 12.1552 -2.2541 -2.6945  0.29
H34 11.5570 -3.5497 -3.7725  0.28
C28 -2.8596 3.6335 0.3141  -0.91
N3 -3.4413 2.6068 1.2186  1.20
O9 -2.7851 1.6122 1.4472  -0.54
O10 -4.5440 2.8355 1.6714  -0.65
H35 -1.8837 3.2945 -0.0107  0.23
H36 -3.5353 3.7393 -0.5269  0.25
H37 -2.7834 4.5608 0.8746  0.71
C29 -6.8252 1.8731 -1.9562  -0.55
N4 -5.5447 2.5807 -2.2270  0.93
O11 -4.5113 2.0538 -1.8541  -0.55
O12 -5.6078 3.6440 -2.8057  -0.54
H38 -6.6001 0.9506 -1.4348  0.32
H39 -7.4371 2.5287 -1.3447  0.31
H40 -7.3064 1.6758 -2.9069  0.10
C30 1.5441 5.5182 -5.0172  -0.76
N5 2.7146 6.1562 -4.3550  0.83
O13 3.7577 6.1980 -4.9606  -0.52
O14 2.5344 6.5992 -3.2330  -0.50
H41 1.8516 5.1767 -5.9979  0.31
H42 1.2290 4.6880 -4.3924  0.28
H43 0.7619 6.2681 -5.0878  0.30
C31 -9.9671 0.3695 -5.5463  -0.70
N6 -9.2827 0.7567 -4.2810  0.86
O15 -8.9296 -0.1304 -3.5354  -0.46
O16 -9.1189 1.9445 -4.0720  -0.56
H44 -10.0373 -0.7120 -5.5826  0.25
H45 -10.9516 0.8265 -5.5343  0.29
H46 -9.3709 0.7552 -6.3677  0.30
C32 2.6270 -5.3493 4.3086  -0.56
N7 2.0720 -5.9097 3.0473  0.93
O17 1.4864 -5.1427 2.3065  -0.51
O18 2.2429 -7.0894 2.8334  -0.56
H47 2.3903 -4.2923 4.3464  0.16
H48 2.1661 -5.8857 5.1329  0.30
H49 3.6982 -5.5087 4.2928  0.22
C33 -8.2963 -3.7893 -1.5858  -0.73
N8 -9.6554 -3.4430 -2.0817  0.94
O19 -9.8141 -3.3601 -3.2814  -0.51
O20 -10.5194 -3.2556 -1.2498  -0.57
H50 -7.6460 -3.9221 -2.4342  0.31
H51 -7.9695 -2.9615 -0.9620  0.32
H52 -8.3767 -4.7022 -1.0086  0.25
C34 -6.5150 -8.1904 -2.7923  -0.84
N9 -7.0192 -6.7915 -2.8314  1.00
O21 -6.4712 -5.9795 -2.1139  -0.54
O22 -7.9491 -6.5520 -3.5782  -0.57
H53 -5.6949 -8.2314 -2.0896  0.28
H54 -7.3372 -8.8242 -2.4702  0.35
H55 -6.1856 -8.4502 -3.7900  0.32
C35 -2.8890 -5.2925 -3.9848  -0.79
N10 -3.1194 -6.7550 -4.1409  0.93
O23 -4.1133 -7.2199 -3.6155  -0.50
O24 -2.3100 -7.3845 -4.7850  -0.56
H56 -3.6962 -4.8820 -3.3903  0.29
H57 -1.9348 -5.1542 -3.4923  0.27
H58 -2.8758 -4.8638 -4.9828  0.34
C36 -0.9019 -6.0921 -0.1028  -0.79
N11 -2.1058 -5.4352 -0.6791  0.96
O25 -3.1887 -5.9488 -0.4970  -0.52
O26 -1.9149 -4.4052 -1.2983  -0.56
H59 -1.2085 -6.9882 0.4230  0.31
H60 -0.2321 -6.3316 -0.9234  0.30
H61 -0.4425 -5.3807 0.5755  0.31
C37 -11.9926 -4.8699 -5.6316  -0.57
N12 -12.3010 -3.8501 -6.6729  0.88
O27 -11.5651 -2.8873 -6.7609  -0.52
O28 -13.2739 -4.0506 -7.3678  -0.55
H62 -11.1051 -4.5557 -5.0936  0.20
H63 -12.8503 -4.9262 -4.9687  0.28
H64 -11.8310 -5.8159 -6.1391  0.29
C38 7.6054 -3.9149 5.1924  -0.71
N13 6.2371 -4.4782 5.0337  0.85
O29 5.3702 -3.7460 4.6038  -0.47
O30 6.0783 -5.6404 5.3453  -0.53
H65 7.5871 -2.8791 4.8748  0.31
H66 7.8722 -4.0021 6.2411  0.28
H67 8.2727 -4.5054 4.5723  0.28

Cartesian forces (eV/Å) of the 2 atoms listed first:
0.242 -0.238 -0.145
-0.162 0.104 0.248